Record 1
Here is a cluster of 5 separate species, C26H50NO20S5 in total at a distorted geometry from the Open Molecules 2025 dataset. Energies are from ωB97M-V with the def2-TZVPD basis set.

```
102
Properties=species:S:1:pos:R:3
C -1.8223 -3.5737 0.5331
C -1.1073 -2.7344 -0.2315
C -1.1053 -1.1983 -0.1885
O -2.3135 -0.5947 0.2489
C -2.5117 -0.6163 1.6548
C -1.2321 -0.3130 2.4815
C -1.5190 0.3870 3.8269
S -0.2033 -0.1047 5.0063
C 0.6181 1.3841 5.6686
C 1.5585 2.1226 4.6821
N -0.1081 0.2841 1.6894
C -0.1594 1.7415 1.3946
C -1.0508 2.2992 0.2710
C -2.5701 2.4773 0.6507
O -0.8333 1.7368 -1.0132
C 0.1883 -0.6848 0.5718
C 1.3574 -0.3111 -0.3728
C 2.5978 -1.2909 -0.2671
C 3.9395 -0.5271 -0.0303
C 4.5124 -0.7991 1.4012
O 5.6263 -1.7071 1.3850
C 5.2149 -2.9944 1.0635
C 4.6734 -3.9618 2.1180
O 5.2765 -3.3387 -0.0939
H -2.1362 -4.5225 0.0678
H -2.0733 -3.4401 1.5916
H -0.4064 -3.1922 -0.9508
H -0.9659 -0.8718 -1.2341
H -3.2899 0.1403 1.8690
H -2.9385 -1.5786 1.9912
H -0.8380 -1.3101 2.7713
H -2.4582 -0.0585 4.2081
H -1.7050 1.4712 3.7626
H 1.2530 1.0281 6.5020
H -0.1210 2.0544 6.1389
H 1.1786 2.1749 3.6506
H 2.5775 1.7034 4.6607
H 1.6527 3.1643 5.0483
H 0.6940 0.1667 2.3293
H -0.3990 2.3305 2.2987
H 0.8747 2.0687 1.1679
H -0.7227 3.3574 0.1557
H -2.8768 3.5278 0.5245
H -3.2255 1.7827 0.1036
H -2.6146 2.3058 1.7420
H -1.6841 1.3468 -1.2670
H 0.5409 -1.5951 1.0979
H 1.7676 0.6982 -0.2403
H 1.0530 -0.3733 -1.4312
H 2.4880 -2.0252 0.5518
H 2.6660 -1.8671 -1.2072
H 3.8618 0.5686 -0.1316
H 4.7141 -0.8595 -0.7431
H 4.8888 0.1580 1.8027
H 3.7389 -1.1698 2.1073
H 3.7657 -4.4285 1.6987
H 4.4881 -3.5062 3.1025
H 5.4024 -4.7798 2.2563
C 2.2134 3.6830 -4.7415
C 3.2960 3.1099 -3.8512
O 2.8460 3.3623 -2.5168
S 1.2356 3.2966 -2.4847
O 0.8314 2.0107 -2.0517
O 0.7586 4.4849 -1.8680
O 0.9840 3.3821 -4.0670
H 2.3028 4.7684 -4.8233
H 2.2177 3.2446 -5.7365
H 4.2629 3.5745 -4.0274
H 3.3849 2.0284 -3.9730
C 5.0699 -2.8996 -4.1335
C 4.4731 -3.2846 -5.4704
O 3.2979 -2.4706 -5.5897
S 3.5489 -1.0657 -4.8596
O 3.9277 -0.1081 -5.8362
O 2.4881 -0.8371 -3.9418
O 4.8608 -1.4845 -4.0337
H 4.5426 -3.3818 -3.3075
H 6.1297 -3.1335 -4.0696
H 4.2165 -4.3394 -5.5245
H 5.1447 -3.0321 -6.2939
C -5.2966 6.4110 1.7749
C -6.1129 6.2426 3.0384
O -5.3879 5.2751 3.8096
S -3.8173 5.4396 3.5256
O -3.2459 6.2206 4.5588
O -3.2940 4.1680 3.1608
O -3.9319 6.3488 2.2078
H -5.4711 5.5892 1.0767
H -5.4947 7.3564 1.2760
H -7.1234 5.8957 2.8388
H -6.1550 7.1708 3.6123
C -5.5073 -4.3713 -2.4781
C -5.9074 -5.6522 -1.7759
O -5.1120 -6.6681 -2.3941
S -3.6965 -6.0454 -2.8306
O -2.7425 -6.3470 -1.8220
O -3.4809 -6.3362 -4.1981
O -4.0963 -4.4919 -2.6894
H -5.9922 -4.2842 -3.4527
H -5.7286 -3.4871 -1.8844
H -6.9658 -5.8749 -1.8848
H -5.6509 -5.6199 -0.7139
```

Values from the calculation:
M	857.008	g mol⁻¹
net charge	+1
E_tot	-124375.4268	eV
gap between HOMO and LUMO	9.832	eV

***

Record 2
Here is an isolated molecule of C11H16O3S from the Open Molecules 2025 dataset. Energies are from ωB97M-V with the def2-TZVPD basis set.

```
31
Properties=species:S:1:pos:R:3
C 0.6308 3.1703 -1.4211
C 0.2594 1.7687 -0.8643
C -0.7948 1.1054 -1.7538
C -0.2263 1.9186 0.5930
C -0.9273 0.7483 1.2072
C -0.6179 -0.5524 1.3216
C 0.5849 -1.3034 0.8585
C 0.2529 -2.5004 -0.0402
C 1.4610 -3.0246 -0.8170
S 2.9017 -3.5250 0.1739
C -1.7103 -1.2102 2.0910
O -1.8121 -2.3511 2.4265
O -2.6656 -0.2641 2.4037
C -2.2408 0.9465 1.8922
O -2.8708 1.9515 2.0283
H 1.5967 3.1446 -1.9320
H 0.6879 3.9094 -0.6203
H -0.1177 3.5015 -2.1461
H 1.1744 1.1696 -0.8941
H -0.9953 0.0701 -1.4668
H -1.7298 1.6717 -1.6999
H -0.4512 1.1106 -2.7919
H 0.6140 2.2081 1.2350
H -0.9339 2.7552 0.6155
H 1.1065 -1.6885 1.7437
H 1.2657 -0.6242 0.3349
H -0.1680 -3.3124 0.5558
H -0.5042 -2.2227 -0.7817
H 1.1914 -3.9473 -1.3365
H 1.7881 -2.2986 -1.5665
H 3.2505 -2.3253 0.6516
```

Values from the calculation:
M	228.313	g mol⁻¹
net charge	0
E_tot	-28644.8410	eV
gap between HOMO and LUMO	8.712	eV

***

Record 3
Here is a structure of composition C26H23MoN11O5S2Te at a distorted geometry from the Open Molecules 2025 dataset. Energies are from ωB97M-V with the def2-TZVPD basis set.

```
69
Properties=species:S:1:pos:R:3
Mo 0.0238 -0.0077 0.1424
N -0.3840 2.4272 3.9107
C -0.0019 2.1053 2.6769
N -0.6302 1.2701 1.8975
C -1.8708 0.7450 2.3365
N -2.6364 0.0902 1.5292
N -2.0564 0.1134 0.2572
C -2.8025 0.4477 -0.7316
C -2.0440 1.0070 -1.8344
C -2.6288 1.4971 -2.9927
C -1.8755 2.2775 -3.8479
C -0.5707 2.5765 -3.4846
C -0.0410 2.0256 -2.3363
N -0.7321 1.2060 -1.5307
C -2.2645 0.9649 3.7237
C -3.3940 0.3601 4.2904
C -3.7337 0.6272 5.5966
C -2.9604 1.5090 6.3612
C -1.8471 2.1160 5.8221
C -1.5075 1.8340 4.5011
H 0.1383 3.1267 4.4163
H 0.9007 2.5795 2.3065
H -3.8781 0.5190 -0.6256
H -3.6731 1.2913 -3.1855
H -2.3048 2.6757 -4.7564
H 0.0428 3.2318 -4.0856
H 0.9732 2.2410 -2.0360
H -3.9917 -0.3054 3.6830
H -4.6077 0.1653 6.0336
H -3.2395 1.7212 7.3841
H -1.2500 2.8040 6.4071
N 1.8767 -0.4296 1.4916
N 1.5718 -0.8740 2.7955
C 0.4956 -1.6939 2.9196
N 0.3364 -2.3681 4.0434
N -0.2684 -1.7199 1.8183
N -1.3607 -2.5636 1.7969
O -1.8604 -2.9923 2.8004
O -1.7435 -2.8411 0.6636
H 2.4973 -1.0904 1.0271
H 2.3562 0.4759 1.5148
H 2.3540 -1.0256 3.4188
H 1.0112 -2.2926 4.7881
H -0.5310 -2.8469 4.2341
O 3.1876 1.5637 0.1239
C 3.0235 0.9061 -0.8905
N 1.8992 0.1280 -1.1161
S 2.0012 -0.6624 -2.5382
O 1.0004 -0.3007 -3.4950
O 2.0436 -2.1223 -2.2303
C 3.5751 -0.0826 -2.9829
C 4.3032 -0.3845 -4.1166
C 5.5383 0.2427 -4.2353
C 5.9989 1.1229 -3.2573
C 5.2424 1.4075 -2.1259
C 4.0134 0.7869 -2.0035
H 3.9390 -1.0640 -4.8742
H 6.1537 0.0457 -5.1024
H 6.9646 1.5926 -3.3839
H 5.5925 2.0912 -1.3650
Te 0.0957 -2.5200 -0.9348
C -1.1407 -3.0295 -2.4646
C -1.6325 -2.2082 -3.4563
C -2.3859 -2.9207 -4.4065
C -2.4497 -4.2615 -4.1192
S -1.5917 -4.6653 -2.7193
H -1.4303 -1.1481 -3.5045
H -2.8584 -2.4723 -5.2670
H -2.9705 -5.0249 -4.6754
```

Values from the calculation:
M	857.216	g mol⁻¹
net charge	+2
E_tot	-84766.1123	eV
gap between HOMO and LUMO (spin up / spin down)	6.214 / 6.213	eV

***

Record 4
Here is a structure of composition C19H16BCdF4N7OS2 from the Open Molecules 2025 dataset. Energies are from ωB97M-V with the def2-TZVPD basis set.

```
51
Properties=species:S:1:pos:R:3
Cd -0.4199 0.2764 0.3060
S -0.7408 -0.5955 2.7825
C -2.3858 -0.0702 3.0038
C -2.7911 0.0843 4.3730
N -3.0830 0.1910 5.4843
C -3.3068 0.1773 2.0228
S -3.0560 0.0517 0.3079
C -4.6316 0.5700 2.4160
N -5.7109 0.8646 2.6981
O -0.8517 2.5539 -0.2804
C -0.5320 3.3116 -1.2326
C -0.6442 4.7403 -1.0890
C -0.3013 5.6173 -2.0808
C 0.1915 5.1560 -3.3120
C 0.3092 3.7936 -3.4910
C -0.0448 2.8592 -2.5104
C 0.0924 1.4354 -2.7993
N -0.0010 0.3926 -1.9848
C 0.2624 -0.7325 -2.7323
C 0.4918 -0.3873 -4.0209
N 0.3792 0.9852 -4.0539
H -1.0213 5.0875 -0.1343
H -0.4047 6.6851 -1.9104
H 0.4849 5.8445 -4.0943
H 0.7192 3.4540 -4.4378
H 0.2912 -1.7023 -2.2713
H 0.7426 -0.9658 -4.8916
H 0.5043 1.5679 -4.8575
C 3.4262 2.5717 2.5317
C 2.2126 2.0724 1.9075
N 1.2649 1.6785 1.4051
H 3.3773 2.4094 3.6074
H 3.5344 3.6361 2.3291
H 4.2679 2.0216 2.1141
C -2.3486 -3.1257 -1.0056
C -1.0304 -3.2825 -0.3355
N -0.1739 -2.3298 -0.0661
C 0.9021 -2.9287 0.5556
C 0.6811 -4.2623 0.6710
N -0.5536 -4.4821 0.0908
H -2.4304 -2.1128 -1.3885
H -3.1678 -3.2612 -0.2981
H -2.4595 -3.8401 -1.8262
H 1.7593 -2.3516 0.8548
H 1.2704 -5.0583 1.0895
H -1.0412 -5.3562 0.0367
F 4.5354 0.1513 0.7367
B 3.8994 -0.5671 -0.3083
F 4.2971 -1.9171 -0.2439
F 4.2659 -0.0132 -1.5414
F 2.4970 -0.4906 -0.1366
```

Values from the calculation:
M	621.735	g mol⁻¹
net charge	-2
E_tot	-70232.3785	eV
gap between HOMO and LUMO	5.821	eV

***

Record 5
Here is a cluster of 2 separate species, C4H14N2O2 in total at a distorted geometry from the Open Molecules 2025 dataset. Energies are from ωB97M-V with the def2-TZVPD basis set.

```
22
Properties=species:S:1:pos:R:3
C 0.4356 -0.7790 1.2569
C -0.1884 0.1567 0.2096
C -0.2721 -0.5431 -1.1956
O -0.9659 -1.7445 -1.2725
N 0.6449 1.3450 0.0239
C 0.1734 2.5700 0.6694
N 0.7079 3.7593 0.0084
H 0.6278 -0.2080 2.1641
H 1.3390 -1.2082 0.8363
H -0.2594 -1.5887 1.5023
H -1.1961 0.4992 0.4553
H -0.6138 0.2752 -1.8496
H 0.7760 -0.6668 -1.5042
H -1.8934 -1.5764 -1.2597
H 1.6214 1.1488 0.1687
H 0.3775 2.6628 1.7397
H -0.9080 2.6000 0.5224
H 1.6195 3.6003 -0.3851
H 0.1126 4.0487 -0.7533
O -0.4322 -4.0597 0.3126
H -1.0427 -3.9870 -0.4021
H -0.0949 -3.1553 0.2495
```

Values from the calculation:
M	122.168	g mol⁻¹
net charge	0
E_tot	-11449.5262	eV
gap between HOMO and LUMO	9.597	eV

***

Record 6
Here is an isolated molecule of C6H10O at a distorted geometry from the Open Molecules 2025 dataset. Energies are from ωB97M-V with the def2-TZVPD basis set.

```
17
Properties=species:S:1:pos:R:3
C -1.6384 -1.1373 -1.0629
C -0.7164 -0.2609 -0.6576
C 0.7592 0.0118 -0.9877
C 0.7881 0.9773 0.2240
C 1.0175 0.0804 1.4316
O -0.0595 -0.9890 1.1628
C -0.7495 1.0858 0.0739
H -2.6806 -1.0205 -0.7721
H -1.3686 -2.0525 -1.5882
H 0.7474 0.5498 -1.9375
H 1.5244 -0.7786 -1.0297
H 1.3976 1.8902 0.1629
H 2.0775 -0.2764 1.4829
H 0.7633 0.5094 2.4049
H 0.4923 -1.6388 0.7516
H -1.3261 1.2044 0.9994
H -1.0282 1.8448 -0.6582
```

Values from the calculation:
M	98.145	g mol⁻¹
net charge	0
E_tot	-8428.5919	eV
gap between HOMO and LUMO	8.886	eV